{
  "formula": "C6H4Br2S2",
  "method": "the ωB97M-V functional and the def2-TZVPD basis",
  "species": ["S", "C", "C", "C", "S", "Br", "H", "C", "C", "Br", "H", "H", "H", "C"],
  "coordinates": [[0.91514, 2.02134, -1.28194], [-1.51764, 0.07783, 0.64475], [0.12151, 1.79142, 1.32455], [1.14673, 1.22545, 0.38751], [-0.52621, 0.61699, 3.18125], [-2.78819, 2.41697, 1.77992], [1.39971, -0.39257, -1.09288], [-1.21724, 1.27927, 1.47999], [-0.73260, -0.29851, -0.40483], [0.38779, 3.58074, 1.63171], [2.24404, 1.31796, 0.54011], [-1.07695, -1.26088, -0.95798], [-2.60915, -0.33002, 0.75031], [0.64309, 0.25373, -0.63776]],
  "atomic_forces_ev_per_a": [[-0.728, -1.150, 0.373], [-1.779, -0.008, -1.879], [0.051, -0.650, 1.421], [0.172, 0.158, -1.297], [0.728, 1.537, -2.731], [0.723, -0.315, -0.477], [-0.483, 0.036, 0.300], [-0.402, -1.778, 1.079], [-1.036, -1.657, 0.649], [0.401, 1.116, 0.743], [-1.172, -0.386, 0.792], [0.833, 2.034, 0.706], [2.454, 0.509, 0.000], [0.238, 0.553, 0.320]],
  "lowdin_charge": [0.816, -0.206, -0.941, -0.559, 0.624, 0.674, 0.106, -1.174, -0.095, 0.811, 0.119, 0.139, 0.139, -0.454],
  "homo_ha": -0.3255,
  "relative_energy_kcal_mol": 26.2,
  "homo_lumo_gap_ev": 7.869,
  "largest_force_ev_per_a": 3.2
}

{
  "formula": "C6H4Br4O2",
  "method": "the ωB97M-V functional and the def2-TZVPD basis",
  "species": ["Br", "C", "C", "Br", "H", "C", "Br", "C", "C", "H", "Br", "H", "H", "C", "O", "O"],
  "coordinates": [[-1.70848, -2.53986, -1.07662], [1.25573, 0.29334, 0.18260], [0.34388, 1.39349, 0.35631], [-1.91376, 3.10188, 0.52171], [1.15212, 0.32890, -1.72178], [-0.99829, 1.42641, 0.24141], [-3.73127, 0.33491, -0.69625], [0.52354, -1.07846, 0.43875], [-1.19948, -0.95708, -0.26626], [1.84908, -2.06049, -0.48747], [0.05638, -1.08608, 2.38507], [1.00701, 2.27959, 0.62567], [2.22046, 0.36518, 0.73381], [-1.81591, 0.22985, -0.18013], [1.87007, 0.19551, -1.08868], [1.08890, -2.22711, 0.03185]],
  "atomic_forces_ev_per_a": [[-0.120, 0.587, 0.071], [1.005, -3.238, 0.133], [4.560, 2.376, 1.094], [0.555, -0.949, -0.098], [0.206, -0.048, -0.433], [-6.482, -2.468, -1.737], [1.806, 0.118, 0.764], [-3.456, 1.176, -0.268], [5.794, -4.248, 0.684], [1.437, 0.580, -1.052], [0.344, -0.314, -0.301], [-1.816, -0.620, -0.424], [-1.167, -0.009, 0.854], [-0.710, 6.967, 0.837], [-0.566, 0.146, -1.369], [-1.392, -0.057, 1.246]],
  "lowdin_charge": [0.825, -0.437, -0.153, 0.713, 0.110, -0.681, 0.662, -0.719, -0.720, 0.095, 0.751, 0.148, 0.162, -0.703, -0.009, -0.043],
  "homo_ha": [-0.2346, -0.3553],
  "s_squared": 2.01,
  "multiplicity": 3,
  "relative_energy_kcal_mol": 1.1,
  "homo_lumo_gap_ev": [6.375, 6.363],
  "largest_force_ev_per_a": 7.2
}

{
  "formula": "C6H4Cl2F3O2",
  "method": "the ωB97M-V functional and the def2-TZVPD basis",
  "species": ["C", "C", "Cl", "C", "H", "C", "F", "H", "O", "O", "H", "Cl", "F", "H", "F", "C", "C"],
  "coordinates": [[-1.95314, 0.35713, -0.36938], [0.49182, 0.19532, 0.66642], [-0.11618, 2.37640, -0.84142], [-2.56728, -0.54690, 0.64910], [-1.09451, 0.20601, -2.47426], [-0.46722, 0.67061, -0.40461], [-2.78151, 0.10556, 1.83275], [1.10597, -0.59798, 0.23987], [-1.56870, -2.50079, -1.81618], [0.59176, -2.06646, -1.37163], [1.12653, 1.01348, 0.99704], [-3.10845, 1.60531, -0.80807], [-3.77726, -0.99489, 0.28972], [-0.03431, -0.19989, 1.53139], [-1.83761, -1.60854, 0.97917], [-0.93078, -0.21940, -1.49414], [-0.59097, -1.82199, -1.56016]],
  "atomic_forces_ev_per_a": [[1.147, -0.768, -1.882], [0.174, -0.203, 0.078], [0.179, 0.067, -0.114], [-0.419, -0.214, 0.807], [-0.081, 0.176, 0.047], [0.109, 0.231, 0.038], [0.108, 0.327, -0.025], [-0.020, -0.006, 0.061], [-0.823, -0.697, -0.341], [1.205, -0.370, 0.106], [-0.044, 0.026, 0.008], [-0.080, -0.001, -0.046], [-0.041, -0.041, -0.309], [0.001, -0.003, 0.037], [0.368, -0.122, -0.268], [-1.337, -0.195, 1.585], [-0.448, 1.794, 0.217]],
  "lowdin_charge": [-0.630, -0.073, 0.602, -0.659, 0.124, -0.771, 0.087, 0.074, -0.010, -0.023, 0.054, 0.677, 0.119, 0.075, 0.161, -0.076, -0.732],
  "homo_ha": -0.1823,
  "smiles": "C[C@@]1(Cl)[C@@H](C(=O)[O-])[C@@]1(Cl)C(F)(F)F",
  "total_charge": -1,
  "relative_energy_kcal_mol": 0.0,
  "homo_lumo_gap_ev": 8.084,
  "largest_force_ev_per_a": 2.3
}

{
  "formula": "C6H4Cl2N2",
  "method": "the ωB97M-V functional and the def2-TZVPD basis",
  "species": ["H", "N", "H", "Cl", "Cl", "C", "C", "H", "C", "N", "C", "H", "C", "C"],
  "coordinates": [[-1.11045, -1.90870, 1.51098], [0.07401, 1.33646, -1.99846], [1.06518, -2.07645, 0.07171], [2.31978, 2.12334, -0.56629], [-3.11689, 1.69218, -0.60269], [-0.78078, 0.97636, -1.31874], [2.05190, 0.97826, 0.52088], [1.38956, -0.38857, 1.90892], [-0.78286, -1.20915, 0.61111], [-1.71617, -0.26976, 0.42614], [0.46032, -1.15987, 0.00665], [0.48456, -0.64497, -0.98186], [1.41407, -0.07529, 0.87825], [-1.75222, 0.62616, -0.46658]],
  "atomic_forces_ev_per_a": [[1.204, 1.183, -2.146], [-0.035, 0.113, -0.864], [-0.467, 0.189, -0.378], [0.870, 0.923, -0.900], [-0.280, -0.090, 0.192], [2.165, 1.204, -2.283], [-0.025, 0.163, 0.947], [0.385, 0.053, 0.419], [-4.715, 0.157, 3.362], [-0.399, -2.689, 1.738], [5.467, 1.808, -0.911], [-0.098, -1.364, 0.552], [-1.987, -2.537, -0.501], [-2.085, 0.885, 0.775]],
  "lowdin_charge": [0.161, 0.159, 0.117, 0.762, 0.720, -0.320, -0.601, 0.084, -0.151, 0.052, -0.160, 0.090, -0.152, -0.762],
  "homo_ha": [-0.2811, -0.3624],
  "s_squared": 2.04,
  "multiplicity": 3,
  "relative_energy_kcal_mol": 7.0,
  "homo_lumo_gap_ev": [8.166, 7.841],
  "largest_force_ev_per_a": 5.8
}

{
  "formula": "C6H4Cl3CrO8P2",
  "method": "the ωB97M-V functional and the def2-TZVPD basis",
  "species": ["O", "C", "C", "O", "O", "Cl", "O", "O", "O", "C", "C", "H", "Cr", "C", "C", "Cl", "P", "H", "O", "H", "O", "H", "P", "Cl"],
  "coordinates": [[-3.10262, -3.13981, 1.29782], [3.07498, 1.00450, 0.84129], [3.43205, 2.26301, 1.27998], [-1.05250, -1.46843, 1.24866], [-2.86294, -2.84598, -3.09386], [4.20680, -0.30402, 1.03456], [-1.31188, -4.03656, -1.47608], [1.54427, -0.47126, -0.18309], [-3.40857, -0.62669, 1.15016], [2.54715, 3.31526, 1.12993], [0.98874, 1.84245, 0.10622], [0.62082, 3.93106, 0.41510], [-0.25695, -1.14653, -0.57042], [1.83223, 0.71786, 0.23239], [1.31600, 3.11290, 0.53948], [2.99390, 4.91696, 1.68841], [-2.46441, -1.89402, 0.86988], [-2.98325, -2.00608, -3.55526], [-2.33695, -1.75392, -0.81263], [-4.29800, -0.95242, 1.34176], [-0.62277, -1.75895, -2.52706], [4.39905, 2.41777, 1.73767], [-1.68318, -2.73299, -2.02739], [-0.57196, 1.61587, -0.66750]],
  "atomic_forces_ev_per_a": [[0.019, 0.083, 0.058], [0.158, -0.041, 0.055], [0.123, -0.013, 0.057], [-0.227, -0.039, 0.136], [-0.091, 0.242, -0.068], [-0.114, 0.121, -0.019], [-0.121, -0.028, -0.180], [-0.042, 0.105, -0.042], [-0.182, 0.030, 0.037], [0.011, 0.132, 0.033], [-0.214, 0.048, -0.082], [-0.011, -0.027, -0.011], [-0.038, 0.351, 0.156], [0.047, -0.143, -0.104], [-0.015, 0.039, 0.004], [-0.049, -0.180, -0.062], [0.180, -0.174, -0.449], [0.024, -0.080, 0.021], [0.323, -0.188, 0.112], [0.120, 0.044, -0.032], [-0.017, -0.040, -0.080], [-0.010, -0.008, -0.001], [-0.065, -0.300, 0.359], [0.189, 0.067, 0.102]],
  "lowdin_charge": [-0.264, -0.575, -0.150, -0.351, -0.106, 0.684, -0.253, -0.209, -0.125, -0.680, -0.530, 0.102, 0.778, -0.467, -0.147, 0.611, 0.225, 0.079, -0.368, 0.076, -0.363, 0.100, 0.178, 0.754],
  "homo_ha": [-0.1937, -0.2076],
  "s_squared": 6.01,
  "multiplicity": 5,
  "total_charge": -1,
  "relative_energy_kcal_mol": 9.9,
  "homo_lumo_gap_ev": [7.878, 8.252],
  "largest_force_ev_per_a": 0.5
}

{
  "formula": "C6H4ClIN2",
  "method": "the ωB97M-V functional and the def2-TZVPD basis",
  "species": ["C", "Cl", "N", "H", "I", "C", "H", "H", "C", "C", "N", "H", "C", "C"],
  "coordinates": [[0.27797, -1.01477, -0.23209], [-0.73187, -3.48149, -0.13944], [-2.14828, -1.38113, -0.42742], [1.15726, -1.62346, 0.13727], [-4.43987, 0.17002, 0.31452], [-0.95572, -1.80518, -0.37040], [-1.14295, 1.88203, 0.79721], [0.60355, -0.42392, -1.23780], [-2.22381, 0.55769, -1.87391], [-1.05893, 0.96753, 0.38683], [-1.83492, 1.00449, -2.86160], [0.79138, 0.80701, 1.00456], [-0.01014, 0.26909, 0.55425], [-2.50106, -0.03220, -0.62043]],
  "atomic_forces_ev_per_a": [[1.998, 2.057, -1.523], [-0.014, -0.844, -0.035], [0.268, -0.597, -0.911], [-1.188, 0.838, -0.429], [0.533, 0.437, -0.526], [-0.684, 0.774, 0.281], [-1.230, 3.097, 1.021], [-0.652, -2.110, 1.734], [0.132, 0.191, -1.093], [-4.042, -3.183, -2.275], [-0.249, -0.023, 0.061], [0.877, -0.161, 0.547], [1.706, -1.660, -0.659], [2.544, 1.185, 3.808]],
  "lowdin_charge": [-0.179, 0.735, -0.042, 0.115, 0.831, -0.772, 0.049, 0.184, -0.301, 0.039, 0.179, 0.108, -0.157, -0.790],
  "homo_ha": -0.3509,
  "relative_energy_kcal_mol": 43.5,
  "homo_lumo_gap_ev": 9.213,
  "largest_force_ev_per_a": 5.6
}

no.,DFT total energy (eV)
1,-168039.0344
2,-290546.0490
3,-43580.9819
4,-34305.4409
5,-107244.9953
6,-29886.1658